# 1
The following is a quantum chemistry calculation of a molecular structure, C13H39O7V at a distorted geometry, from the OMol25 dataset.

Properties
E_tot: -54127.710 eV
<S²>: 6.00
HOMO energy (alpha / beta): -6.8 / -8.7 eV
HOMO-LUMO gap (alpha / beta): 6.7 / 8.5 eV

ORCA input file:
```
! wB97M-V def2-TZVPD RIJCOSX def2/J DEFGRID3
* xyz 0 5
V -0.141 3.435 -1.948
C -0.435 0.577 -0.102
O -0.723 1.401 -1.233
H 0.489 0.787 0.437
H -1.192 0.672 0.676
H -0.438 -0.467 -0.415
C 0.939 -1.885 -2.906
C 1.786 -0.803 -3.551
O 1.029 0.380 -3.583
H 0.148 -2.404 -3.448
H 0.493 -1.594 -1.955
H 1.619 -2.624 -2.481
H 2.059 -1.021 -4.583
H 2.584 -0.617 -2.832
H 0.517 0.338 -2.772
C -1.109 5.630 1.300
C -0.812 4.166 1.012
O 0.359 4.091 0.161
H -0.399 6.120 1.967
H -2.122 5.654 1.701
H -1.165 6.234 0.395
H -1.593 3.590 0.516
H -0.651 3.698 1.984
H 1.039 4.435 0.745
C 3.422 1.120 1.493
C 3.804 0.255 2.641
O 4.354 1.141 3.653
H 2.912 0.498 0.757
H 4.238 1.619 0.970
H 2.677 1.866 1.768
H 4.581 -0.448 2.342
H 2.957 -0.245 3.110
H 5.045 0.651 4.106
C 1.886 -2.650 0.758
C 2.337 -4.065 0.437
O 1.750 -4.846 1.457
H 0.802 -2.538 0.747
H 2.209 -1.954 -0.016
H 2.159 -2.321 1.761
H 3.425 -4.137 0.426
H 2.023 -4.258 -0.589
H 2.185 -4.619 2.282
C -3.495 -0.346 2.927
C -2.398 -1.401 2.770
O -2.623 -2.251 3.855
H -3.350 0.085 3.918
H -4.467 -0.834 2.863
H -3.372 0.450 2.191
H -1.411 -0.940 2.803
H -2.558 -1.892 1.810
H -2.266 -1.866 4.659
C -4.030 -1.058 -4.374
C -2.638 -0.554 -3.863
O -2.948 -0.025 -2.566
H -4.711 -0.243 -4.617
H -4.647 -1.652 -3.699
H -3.902 -1.632 -5.292
H -2.242 0.263 -4.465
H -1.857 -1.314 -3.875
H -2.127 0.347 -2.235
*
```

Atom charges from the Löwdin analysis, given in e for atoms 1 to 6: number 1, V, carries 0.7675; number 2, C, carries -0.2413; number 3, O, carries -0.4959; number 4, H, carries 0.0487; number 5, H, carries 0.0481; number 6, H, carries 0.0448



# 2
The following is a quantum chemistry calculation of a single C5H15N3 molecule at a distorted geometry, from the OMol25 dataset.

Properties
ΔE to the lowest compared entry with this formula, charge and spin: 171.2 kJ/mol
E_tot: -9897.377 eV
structure (SMILES): CNC[C@H](N)CCN
HOMO energy: -8.5 eV
HOMO-LUMO gap: 9.5 eV

ORCA input file:
```
! wB97M-V def2-TZVPD RIJCOSX def2/J DEFGRID3
* xyz 0 1
C 2.422 -1.394 0.791
N 1.533 -0.251 0.689
C 0.201 -0.489 1.203
C -0.810 0.604 0.865
N -2.180 0.049 0.935
C -0.786 1.344 -0.435
C -1.037 0.642 -1.836
N -0.024 -0.294 -2.270
H 2.216 -1.923 1.703
H 2.416 -2.084 -0.060
H 3.461 -1.041 0.886
H 1.582 0.247 -0.176
H -0.163 -1.451 0.758
H 0.286 -0.701 2.277
H -0.674 1.365 1.664
H -2.834 0.825 0.861
H -2.500 -0.471 1.742
H 0.248 1.729 -0.546
H -1.511 2.151 -0.526
H -1.190 1.476 -2.523
H -1.995 0.120 -1.715
H 0.746 0.166 -2.765
H 0.591 -0.618 -1.522
*
```

Atom charges from the Löwdin analysis, given in e for atoms 1 to 6: number 1, C, carries -0.1314; number 2, N, carries -0.1431; number 3, C, carries -0.2215; number 4, C, carries -0.3992; number 5, N, carries 0.0243; number 6, C, carries -0.1746



# 3
The following is a quantum chemistry calculation of 2 unconnected molecules or ions with the total composition BrH2PS2 at a distorted geometry, from the OMol25 dataset.

Properties
ΔE to the lowest compared entry with this formula, charge and spin: 68.1 kJ/mol
E_tot: -101034.316 eV
structure (SMILES): S=PBr.S
HOMO energy: -9.6 eV
HOMO-LUMO gap: 7.8 eV

ORCA input file:
```
! wB97M-V def2-TZVPD RIJCOSX def2/J DEFGRID3
* xyz 0 1
S -1.780 1.779 0.845
P -0.871 3.263 0.025
Br 0.727 3.809 1.549
S 0.433 -2.429 -1.090
H 0.058 -3.719 -0.904
H 1.433 -2.702 -0.425
*
```

In elementary charge units, the Löwdin charges are: number 1, S, carries 0.0211; number 2, P, carries -0.0489; number 3, Br, carries 0.0278; number 4, S, carries 0.5162; number 5, H, carries -0.1953; number 6, H, carries -0.3209



# 4
The following is a quantum chemistry calculation of 2 unconnected molecules or ions with the total composition C4H8O3 at a distorted geometry, from the OMol25 dataset.

Properties
ΔE to the lowest compared entry with this formula, charge and spin: 187.0 kJ/mol
E_tot: -10419.065 eV
structure (SMILES): O=CCCC=O.O
HOMO energy: -10.2 eV
HOMO-LUMO gap: 10.7 eV

ORCA input file:
```
! wB97M-V def2-TZVPD RIJCOSX def2/J DEFGRID3
* xyz 0 1
O -0.794 2.807 0.060
C -0.849 1.770 0.659
C -0.015 0.577 0.265
C 0.493 -0.252 1.450
C 1.277 -1.503 1.129
O 1.858 -2.102 1.984
H -1.396 1.695 1.619
H -0.454 -0.140 -0.438
H 0.814 0.978 -0.327
H -0.397 -0.618 1.974
H 1.072 0.382 2.120
H 1.257 -1.841 0.075
O -0.817 -0.879 -3.721
H -0.313 -0.140 -3.374
H -1.736 -0.733 -3.476
*
```

Atom charges from the Löwdin analysis, given in e for atoms 1 to 6: number 1, O, carries 0.0618; number 2, C, carries -0.2665; number 3, C, carries -0.1735; number 4, C, carries -0.1634; number 5, C, carries -0.2692; number 6, O, carries 0.0671



# 5
The following is a quantum chemistry calculation of a single C5H7F molecule at a distorted geometry, from the OMol25 dataset.

Properties
ΔE to the lowest compared entry with this formula, charge and spin: 302.1 kJ/mol
E_tot: -8012.079 eV
HOMO energy: -8.5 eV
HOMO-LUMO gap: 9.6 eV

ORCA input file:
```
! wB97M-V def2-TZVPD RIJCOSX def2/J DEFGRID3
* xyz 0 1
C 0.030 0.454 1.053
C 0.599 -0.321 0.113
C -1.249 1.053 0.409
C -1.103 0.298 -0.954
C 1.756 -1.209 -0.187
F -1.815 -0.752 -1.219
H 0.336 0.647 2.094
H -2.196 1.067 0.979
H -1.148 2.150 0.229
H -1.084 0.956 -1.815
H 1.349 -2.181 0.178
H 2.635 -0.846 0.390
H 1.889 -1.317 -1.268
*
```

Atom charges from the Löwdin analysis, given in e for atoms 1 to 6: number 1, C, carries -0.1201; number 2, C, carries -0.1079; number 3, C, carries -0.1683; number 4, C, carries -0.1902; number 5, C, carries -0.0922; number 6, F, carries 0.0360



# 6
The following is a quantum chemistry calculation of a molecular structure, C23H39ClF4FeN10O2, from the OMol25 dataset.

Properties
ΔE to the lowest compared entry with this formula, charge and spin: 0.0 kJ/mol
E_tot: -101253.143 eV
<S²>: 0.84
HOMO energy (alpha / beta): -10.0 / -10.1 eV
HOMO-LUMO gap (alpha / beta): 7.6 / 7.8 eV

ORCA input file:
```
! wB97M-V def2-TZVPD RIJCOSX def2/J DEFGRID3
* xyz 1 2
Fe 1.114 0.313 0.149
C 2.332 1.095 2.866
N 1.773 1.859 1.737
C 0.791 2.817 2.251
C 2.852 2.599 1.025
C 2.590 2.478 -0.469
N 2.518 1.051 -0.767
C 3.642 0.461 -1.319
C 4.324 -0.575 -0.684
F 3.960 -0.951 0.554
C 5.412 -1.192 -1.270
F 6.025 -2.180 -0.606
C 5.891 -0.790 -2.499
C 5.245 0.256 -3.130
F 5.668 0.676 -4.327
C 4.146 0.863 -2.559
F 3.509 1.834 -3.231
H 2.870 1.757 3.555
H 3.016 0.333 2.493
H 1.524 0.617 3.423
H 1.234 3.458 3.022
H -0.056 2.295 2.694
H 0.434 3.443 1.442
H 3.804 2.118 1.251
H 2.895 3.631 1.387
H 3.341 3.002 -1.060
H 1.627 2.958 -0.702
H 6.747 -1.270 -2.950
N -0.420 -0.420 1.349
C 0.013 -1.734 1.886
C -1.124 -2.745 2.078
C -1.982 -3.087 0.845
C -1.261 -3.677 -0.376
N -0.416 -4.828 -0.066
C -0.825 -6.058 0.151
N 0.033 -6.946 0.667
N -2.075 -6.446 -0.132
C 1.123 -2.302 0.983
O 1.542 -3.438 1.225
O 1.444 -1.582 -0.008
H -0.758 0.171 2.098
H -1.205 -0.529 0.711
H 0.463 -1.545 2.864
H -1.798 -2.369 2.851
H -0.674 -3.653 2.481
H -2.532 -2.206 0.497
H -2.752 -3.787 1.178
H -0.596 -2.946 -0.836
H -1.983 -3.940 -1.152
H 0.506 -4.553 0.307
H 0.961 -6.656 0.926
H -0.213 -7.912 0.785
H -2.696 -5.831 -0.628
H -2.343 -7.411 -0.058
Cl 0.989 -0.957 -2.781
C 0.209 0.079 -1.609
H -0.755 -0.347 -1.338
H 0.143 1.094 -1.987
C -1.653 3.561 -0.713
N -2.879 4.329 -0.882
C -3.600 3.796 -2.042
N -3.916 2.374 -1.876
C -2.667 1.648 -1.685
N -1.904 2.117 -0.508
C -2.791 1.984 0.661
N -4.040 2.723 0.526
C -3.712 4.138 0.307
C -4.732 2.227 -0.669
H -1.114 3.959 0.144
H -1.031 3.681 -1.603
H -2.985 3.923 -2.934
H -4.527 4.355 -2.174
H -2.049 1.764 -2.577
H -2.893 0.585 -1.558
H -2.264 2.344 1.548
H -3.038 0.924 0.798
H -3.181 4.520 1.182
H -4.638 4.702 0.190
H -5.662 2.781 -0.796
H -4.974 1.171 -0.527
*
```

Atom charges from the Löwdin analysis, given in e for atoms 1 to 6: number 1, Fe, carries 0.6041; number 2, C, carries -0.0676; number 3, N, carries -0.2926; number 4, C, carries -0.0775; number 5, C, carries -0.1594; number 6, C, carries -0.1766



- Which formula does entry 1 have?
  C13H39O7V



Please write out number 2 again, unchanged.
The following is a quantum chemistry calculation of a single C5H15N3 molecule at a distorted geometry, from the OMol25 dataset.

Properties
ΔE to the lowest compared entry with this formula, charge and spin: 171.2 kJ/mol
E_tot: -9897.377 eV
structure (SMILES): CNC[C@H](N)CCN
HOMO energy: -8.5 eV
HOMO-LUMO gap: 9.5 eV

ORCA input file:
```
! wB97M-V def2-TZVPD RIJCOSX def2/J DEFGRID3
* xyz 0 1
C 2.422 -1.394 0.791
N 1.533 -0.251 0.689
C 0.201 -0.489 1.203
C -0.810 0.604 0.865
N -2.180 0.049 0.935
C -0.786 1.344 -0.435
C -1.037 0.642 -1.836
N -0.024 -0.294 -2.270
H 2.216 -1.923 1.703
H 2.416 -2.084 -0.060
H 3.461 -1.041 0.886
H 1.582 0.247 -0.176
H -0.163 -1.451 0.758
H 0.286 -0.701 2.277
H -0.674 1.365 1.664
H -2.834 0.825 0.861
H -2.500 -0.471 1.742
H 0.248 1.729 -0.546
H -1.511 2.151 -0.526
H -1.190 1.476 -2.523
H -1.995 0.120 -1.715
H 0.746 0.166 -2.765
H 0.591 -0.618 -1.522
*
```

Atom charges from the Löwdin analysis, given in e for atoms 1 to 6: number 1, C, carries -0.1314; number 2, N, carries -0.1431; number 3, C, carries -0.2215; number 4, C, carries -0.3992; number 5, N, carries 0.0243; number 6, C, carries -0.1746



Please write out number 1 again, unchanged.
The following is a quantum chemistry calculation of a molecular structure, C13H39O7V at a distorted geometry, from the OMol25 dataset.

Properties
E_tot: -54127.710 eV
<S²>: 6.00
HOMO energy (alpha / beta): -6.8 / -8.7 eV
HOMO-LUMO gap (alpha / beta): 6.7 / 8.5 eV

ORCA input file:
```
! wB97M-V def2-TZVPD RIJCOSX def2/J DEFGRID3
* xyz 0 5
V -0.141 3.435 -1.948
C -0.435 0.577 -0.102
O -0.723 1.401 -1.233
H 0.489 0.787 0.437
H -1.192 0.672 0.676
H -0.438 -0.467 -0.415
C 0.939 -1.885 -2.906
C 1.786 -0.803 -3.551
O 1.029 0.380 -3.583
H 0.148 -2.404 -3.448
H 0.493 -1.594 -1.955
H 1.619 -2.624 -2.481
H 2.059 -1.021 -4.583
H 2.584 -0.617 -2.832
H 0.517 0.338 -2.772
C -1.109 5.630 1.300
C -0.812 4.166 1.012
O 0.359 4.091 0.161
H -0.399 6.120 1.967
H -2.122 5.654 1.701
H -1.165 6.234 0.395
H -1.593 3.590 0.516
H -0.651 3.698 1.984
H 1.039 4.435 0.745
C 3.422 1.120 1.493
C 3.804 0.255 2.641
O 4.354 1.141 3.653
H 2.912 0.498 0.757
H 4.238 1.619 0.970
H 2.677 1.866 1.768
H 4.581 -0.448 2.342
H 2.957 -0.245 3.110
H 5.045 0.651 4.106
C 1.886 -2.650 0.758
C 2.337 -4.065 0.437
O 1.750 -4.846 1.457
H 0.802 -2.538 0.747
H 2.209 -1.954 -0.016
H 2.159 -2.321 1.761
H 3.425 -4.137 0.426
H 2.023 -4.258 -0.589
H 2.185 -4.619 2.282
C -3.495 -0.346 2.927
C -2.398 -1.401 2.770
O -2.623 -2.251 3.855
H -3.350 0.085 3.918
H -4.467 -0.834 2.863
H -3.372 0.450 2.191
H -1.411 -0.940 2.803
H -2.558 -1.892 1.810
H -2.266 -1.866 4.659
C -4.030 -1.058 -4.374
C -2.638 -0.554 -3.863
O -2.948 -0.025 -2.566
H -4.711 -0.243 -4.617
H -4.647 -1.652 -3.699
H -3.902 -1.632 -5.292
H -2.242 0.263 -4.465
H -1.857 -1.314 -3.875
H -2.127 0.347 -2.235
*
```

Atom charges from the Löwdin analysis, given in e for atoms 1 to 6: number 1, V, carries 0.7675; number 2, C, carries -0.2413; number 3, O, carries -0.4959; number 4, H, carries 0.0487; number 5, H, carries 0.0481; number 6, H, carries 0.0448



- E_tot of number 2 (C5H15N3)?
  -9897.377 eV